No. 1
Molecular formula: C5H9NO2P
Method: DFT, wB97M-V/def2-TZVPD

Total charge: -1
Multiplicity: 3
Total energy in eV: -20203.005
E_HOMO (spin up / spin down) in eV: -3.53 / -4.85
Gap between HOMO and LUMO (spin up / spin down) in eV: 7.3575 / 6.1683

Each line ends with the Löwdin charge.
Atoms and positions in Å:
C1 -3.466 0.589 0.357  -0.367
C2 -0.749 -0.954 0.352  -0.222
C3 2.344 0.030 -0.495  -0.200
C4 -2.515 1.556 0.193  0.003
C5 -0.532 0.241 -0.461  -0.268
N1 -4.388 -0.105 0.275  0.121
O1 1.124 2.507 -0.660  -0.430
O2 0.950 1.314 1.554  -0.399
P1 0.977 1.228 0.096  0.209
H1 -0.233 -0.804 1.293  0.056
H2 -1.748 -1.433 0.572  0.077
H3 -0.292 -1.781 -0.121  0.039
H4 2.103 -1.107 -0.320  0.051
H5 2.566 0.300 -1.555  0.020
H6 3.164 0.428 0.198  0.038
H7 -2.243 1.864 1.252  0.108
H8 -2.412 2.312 -0.603  0.098
H9 -0.414 0.041 -1.552  0.067


No. 2
Molecular formula: C5H9NO2S
Method: DFT, wB97M-V/def2-TZVPD

Multiplicity: 1
Total energy in eV: -21750.525
SMILES: S[C@@H]1CCCN1.O=C=O
E_HOMO in eV: -8.57
Gap between HOMO and LUMO in eV: 9.0963

Each line ends with the Löwdin charge.
Atoms and positions in Å:
S1 -1.350 -1.172 1.717  0.673
C1 -0.450 -0.420 0.149  -0.648
C2 0.816 -1.254 -0.183  -0.188
C3 1.876 -0.237 -0.645  -0.167
C4 1.468 0.869 0.349  -0.268
N1 0.062 0.831 0.355  -0.083
H1 -2.121 -0.063 1.540  -0.178
H2 -1.178 -0.491 -0.576  0.020
H3 0.580 -2.099 -0.859  0.118
H4 1.341 -1.594 0.768  0.121
H5 2.951 -0.419 -0.377  0.128
H6 1.612 0.191 -1.612  0.110
H7 1.927 0.704 1.329  0.109
H8 1.913 1.836 -0.046  0.131
H9 -0.550 1.569 0.830  0.172
O1 -2.417 0.500 -1.896  0.243
C5 -2.946 0.522 -0.902  -0.492
O2 -3.534 0.727 0.060  0.199


No. 3
Molecular formula: C5H9NO2S
Method: DFT, wB97M-V/def2-TZVPD

Multiplicity: 1
Total energy in eV: -21747.194
E_HOMO in eV: -9.32
Gap between HOMO and LUMO in eV: 10.0595

Each line ends with the Löwdin charge.
Atoms and positions in Å:
C1 -2.359 0.498 0.547  0.124
C2 -1.572 -0.409 0.587  -0.133
C3 -0.820 -2.658 0.813  0.068
C4 0.371 -1.236 -0.732  -0.071
C5 -0.736 -1.485 0.268  -0.406
N1 0.803 2.394 1.010  -0.171
O1 0.730 2.182 -1.560  -0.313
O2 2.617 1.213 -0.382  -0.481
S1 1.852 2.455 -0.351  0.861
H1 -3.089 1.344 0.704  0.067
H2 -1.591 -2.992 1.328  0.026
H3 0.977 1.319 -1.867  0.004
H4 -0.006 -3.368 0.679  0.083
H5 0.866 -2.277 -0.984  0.108
H6 1.344 -0.819 -0.243  0.091
H7 0.204 -0.708 -1.686  0.074
H8 0.013 3.050 0.744  0.071
H9 0.396 1.496 1.122  -0.003


No. 4
Molecular formula: C5H9NO2S2
Method: DFT, wB97M-V/def2-TZVPD

Multiplicity: 1
Total energy in eV: -32583.108
SMILES: CC(=O)[S@@](=O)(=S)C1CNC1
E_HOMO in eV: -8.75
Gap between HOMO and LUMO in eV: 8.2876

Each line ends with the Löwdin charge.
Atoms and positions in Å:
C1 3.229 0.227 0.594  -0.038
C2 1.909 0.807 0.304  -0.514
O1 1.534 1.928 0.177  0.109
S1 0.609 -0.574 0.193  0.627
O2 1.094 -1.550 -0.756  -0.425
S2 0.314 -1.346 2.349  0.119
C3 -0.859 0.265 -0.529  -0.354
C4 -1.799 -0.690 -1.259  -0.185
N1 -2.839 -0.456 -0.248  -0.032
C5 -1.999 0.531 0.446  -0.209
H1 3.214 -0.151 1.617  0.089
H2 3.394 -0.627 -0.061  0.090
H3 4.020 0.964 0.483  0.100
H4 -0.449 1.108 -1.080  0.118
H5 -2.043 -0.391 -2.283  0.122
H6 -1.463 -1.731 -1.265  0.107
H7 -3.716 -0.098 -0.604  0.103
H8 -1.786 0.221 1.474  0.052
H9 -2.364 1.562 0.448  0.121


No. 5
Molecular formula: C5H9NO3
Method: DFT, wB97M-V/def2-TZVPD

Multiplicity: 1
Total energy in eV: -12961.585
SMILES: C[C@H](C=O)OCC(N)=O
E_HOMO in eV: -10.02
Gap between HOMO and LUMO in eV: 10.4389

Each line ends with the Löwdin charge.
Atoms and positions in Å:
C1 1.431 0.883 -1.438  -0.023
C2 1.166 -0.326 -0.556  -0.371
C3 1.405 -1.645 -1.267  -0.193
O1 2.380 -1.877 -1.938  0.071
O2 -0.149 -0.387 -0.055  -0.127
C4 -0.477 0.584 0.900  -0.140
C5 -1.614 0.081 1.768  -0.499
N1 -2.737 -0.294 1.151  0.128
O3 -1.876 0.715 2.821  -0.012
H1 2.448 0.824 -1.844  0.091
H2 0.715 0.912 -2.271  0.098
H3 1.348 1.812 -0.861  0.081
H4 1.881 -0.326 0.293  0.163
H5 0.626 -2.418 -1.083  0.136
H6 0.370 0.795 1.577  0.139
H7 -0.786 1.531 0.429  0.146
H8 -2.659 -1.058 0.492  0.102
H9 -3.471 0.194 1.882  0.211


No. 6
Molecular formula: C5H9NO3P
Method: DFT, wB97M-V/def2-TZVPD

Total charge: -1
Multiplicity: 1
Total energy in eV: -22251.743
E_HOMO (spin up / spin down) in eV: -2.33 / -3.46
Gap between HOMO and LUMO (spin up / spin down) in eV: 5.5052 / 7.2328

Each line ends with the Löwdin charge.
Atoms and positions in Å:
C1 -1.694 -0.319 -0.187  -0.225
C2 -1.146 0.987 -0.732  -0.182
C3 0.268 0.333 1.368  -0.192
C4 -1.085 0.626 0.742  -0.235
C5 1.401 -0.480 0.565  -0.232
N1 1.142 -1.659 0.067  0.108
O1 3.518 -0.787 -1.099  -0.374
O2 2.598 1.611 -0.866  -0.246
O3 3.865 0.431 1.101  -0.353
P1 3.018 0.171 -0.079  0.245
H1 -2.737 -0.400 -0.252  0.061
H2 -1.190 -1.147 -0.512  0.033
H3 -0.095 0.915 -1.260  0.111
H4 -1.738 1.821 -1.040  0.053
H5 0.750 1.159 1.786  0.068
H6 0.113 -0.342 2.183  0.077
H7 0.671 -2.422 0.404  0.076
H8 1.810 -1.935 -0.712  0.117
H9 3.464 2.166 -0.831  0.092


Question: Which value of total energy does entry 5 give?
Answer: -12961.585 eV